[1]
A cluster of 2 separate species, C5H7N in total in a non-equilibrium geometry. Source: OMol25; level of theory: ωB97M-V/def2-TZVPD.

Its spin multiplicity is 1. For the energy above the lowest of the compared OMol25 structures with the same formula, charge and spin, the calculation gives 4.617 eV. As for the orbital gap: 0.35674 Eh. The largest force on an atom comes out at 1.09 eV/Å. The HOMO energy comes out at -8.628 eV.

Structure (XYZ):
```
13
Properties=species:S:1:pos:R:3:forces:R:3
C -2.087 -0.527 -0.057 -0.4 -0.3 0.3
C -0.737 -0.316 0.696 -0.7 0.6 -0.5
C -0.083 0.279 -0.255 0.5 0.3 -0.6
N 0.256 0.637 -1.375 -0.1 -0.4 -0.1
H -2.564 0.434 -0.325 0.1 -0.3 0.4
H -1.952 -1.053 -1.014 0.1 0.0 0.5
H -2.767 -1.091 0.564 -0.3 -0.2 0.1
H -0.587 -0.225 1.770 -0.1 -0.1 -0.5
H -0.264 1.416 -1.755 0.2 0.6 0.1
C 2.698 -0.205 0.963 0.4 0.3 -0.5
C 2.676 0.433 -0.056 0.3 -0.3 0.5
H 2.845 -0.770 1.854 -0.2 0.0 0.0
H 2.564 0.965 -0.974 0.2 -0.1 0.2
```
Forces are in eV/Å.


[2]
A structure of composition C24H42O2P2Tc in a non-equilibrium geometry. Source: OMol25; level of theory: ωB97M-V/def2-TZVPD.

Its spin multiplicity is 4. For the energy above the lowest of the compared OMol25 structures with the same formula, charge and spin, the calculation gives 0.000 eV. As for the orbital gap (spin up / spin down): 0.29708 / 0.20276 Eh. As for the expectation value of S²: 3.77. The largest force on an atom comes out at 2.83 eV/Å. The HOMO energy (spin up / spin down) comes out at -14.271 / -14.332 eV. Its charge is +2.

Structure (XYZ):
```
71
Properties=species:S:1:pos:R:3:forces:R:3
Tc 1.744 0.497 0.527 2.0 -1.6 -1.1
C 1.725 2.589 1.094 0.1 0.5 1.3
C 0.980 1.817 2.069 0.8 0.9 0.7
C 3.214 1.158 2.157 -0.1 0.2 0.4
C 3.108 2.201 1.192 -0.2 0.3 0.2
C 1.900 0.876 2.666 0.2 1.1 0.7
C 1.241 3.768 0.318 -0.1 0.1 -0.1
H 0.156 3.767 0.234 0.1 0.1 0.1
H 1.666 3.767 -0.690 0.0 0.1 0.1
H 1.547 4.694 0.818 0.0 -0.1 -0.1
C 4.225 2.867 0.481 0.3 0.1 -0.4
H 3.845 3.575 -0.259 0.1 -0.1 0.1
H 4.854 2.132 -0.025 0.0 0.1 0.1
H 4.857 3.430 1.182 -0.2 -0.2 0.0
C 4.473 0.549 2.649 0.3 -0.5 -0.1
H 5.085 1.277 3.194 -0.2 0.0 -0.1
H 5.068 0.172 1.813 0.0 0.1 0.1
H 4.260 -0.279 3.329 0.1 0.1 -0.1
C 1.603 -0.049 3.801 0.0 -0.2 0.0
H 1.942 0.395 4.745 -0.1 -0.1 -0.2
H 2.126 -1.003 3.672 -0.1 0.1 0.1
H 0.533 -0.245 3.878 0.1 0.1 0.1
C -0.343 2.195 2.656 -0.3 -0.1 -0.1
H -0.172 2.846 3.531 0.0 -0.3 -0.3
H -0.895 1.312 2.997 0.0 0.3 0.0
H -0.949 2.764 1.948 0.1 0.0 0.4
C -2.245 -1.096 -3.127 -0.5 1.0 -0.4
C -2.964 -0.029 -2.713 0.2 -0.7 -1.3
C -4.314 -0.124 -2.071 -0.4 0.1 0.0
C -4.565 -1.384 -1.204 -0.6 0.5 -0.1
C -3.407 -1.883 -0.395 0.5 -1.2 0.1
C -2.548 -2.864 -0.765 -1.4 0.2 0.9
C -2.486 -3.461 -2.131 -0.1 -0.3 -0.3
C -2.772 -2.486 -3.300 0.0 -0.8 -0.1
H -5.101 -0.082 -2.847 0.2 0.1 0.3
H -5.032 -2.176 -1.809 0.4 0.2 0.3
H -4.474 0.770 -1.444 0.1 -0.2 -0.2
H -3.842 -2.504 -3.562 0.4 0.3 0.2
H -1.226 -0.964 -3.515 -0.5 0.1 -0.1
H -2.685 0.978 -3.062 0.3 -0.4 0.6
H -2.254 -2.901 -4.184 -0.3 0.1 0.3
H -1.492 -3.906 -2.285 -0.2 0.0 0.1
H -1.965 -3.410 0.001 -0.1 0.7 -0.4
H -3.207 -4.297 -2.193 0.3 0.2 0.0
H -5.324 -1.089 -0.462 0.1 -0.2 -0.3
H -3.383 -1.466 0.622 0.0 -0.4 -0.4
P 0.118 0.952 -1.042 -1.7 -0.8 -1.2
C 0.444 1.107 -2.799 0.4 0.3 -0.3
C -1.377 1.893 -0.610 0.0 0.3 0.2
P 0.222 -1.262 0.929 -1.1 -1.5 -1.1
C -0.425 -0.801 -0.770 0.2 0.1 0.3
C -1.198 -1.433 2.037 0.0 0.3 0.6
C 0.884 -2.946 0.866 0.5 -0.1 0.0
H 1.381 0.577 -3.032 -0.4 0.2 0.1
H 0.548 2.170 -3.044 0.1 -0.2 -0.1
H -0.387 0.679 -3.373 0.3 0.3 0.2
H -2.272 1.431 -1.047 0.4 0.1 0.0
H -1.261 2.916 -0.998 -0.2 -0.3 0.2
H -1.502 1.911 0.486 0.0 0.0 -0.7
H 0.164 -3.645 0.421 0.1 0.2 0.1
H 1.098 -3.250 1.900 0.0 0.0 -0.2
H 1.822 -2.958 0.296 -0.3 0.0 0.1
H -0.079 -1.491 -1.563 0.1 0.4 0.5
H -1.517 -0.769 -0.808 0.3 -0.3 0.2
H -0.828 -1.764 3.021 -0.1 0.2 -0.3
H -1.893 -2.196 1.664 0.4 0.2 0.0
H -1.736 -0.485 2.156 0.1 -0.3 0.0
O 4.691 -0.142 -0.447 -1.9 -1.2 -1.0
C 3.859 -0.833 -1.056 2.4 0.8 0.4
O 2.576 -0.804 -0.879 -1.1 0.7 0.8
H 4.159 -1.555 -1.837 0.1 0.2 0.2
```
Forces are in eV/Å.